[1]
76
Properties=species:S:1:pos:R:3 method="wB97M-V/def2-TZVPD" spin_multiplicity=3 charge=0 homo_lumo_gap_ev="5.24 / 6.13" s_squared=2.0321 relative_energy_kj_mol=0.0 energy_ha=-3963.49051
Ni -0.437 0.042 -0.056
O -0.493 -1.503 3.109
C 0.226 -0.896 2.385
C 1.473 -0.299 2.698
C 1.988 -0.420 3.992
C 3.305 0.031 4.193
C 4.145 0.447 3.145
C 3.714 0.306 1.831
C 2.350 0.158 1.589
P 1.760 0.476 -0.122
C 2.928 -0.388 -1.191
C 3.086 -1.759 -0.856
C 3.673 -2.622 -1.789
C 4.038 -2.116 -3.067
C 3.940 -0.755 -3.341
C 3.405 0.096 -2.402
C 2.170 2.293 -0.418
C 1.812 2.698 -1.726
C 1.917 4.080 -2.084
C 2.435 4.977 -1.135
C 2.791 4.534 0.135
C 2.716 3.194 0.499
H 1.385 -1.044 4.633
H 3.728 -0.025 5.212
H 5.058 0.994 3.434
H 4.422 0.392 0.964
H 2.815 -2.125 0.163
H 3.964 -3.682 -1.545
H 4.365 -2.797 -3.867
H 4.208 -0.409 -4.352
H 3.219 1.155 -2.595
H 1.314 2.016 -2.481
H 1.605 4.364 -3.084
H 2.567 6.049 -1.408
H 3.244 5.172 0.876
H 3.011 2.932 1.509
C -2.284 -1.835 -2.190
Si -1.607 -1.770 -0.493
C -2.753 -2.338 0.881
C -0.418 -3.185 -0.447
C -0.086 -3.832 -1.637
C 0.583 -5.048 -1.644
C 1.024 -5.599 -0.432
C 0.765 -4.905 0.766
C -0.013 -3.766 0.750
H -3.026 -2.697 -2.363
H -1.505 -1.837 -2.955
H -2.864 -0.954 -2.293
H -3.401 -3.233 0.644
H -3.368 -1.436 1.102
H -2.219 -2.613 1.812
H -0.306 -3.414 -2.565
H 0.791 -5.594 -2.606
H 1.553 -6.582 -0.413
H 1.065 -5.305 1.709
H -0.433 -3.403 1.648
C -4.740 0.978 -1.717
N -4.502 1.647 -0.386
C -5.509 1.271 0.602
C -3.209 1.937 0.043
S -1.778 1.568 -0.956
N -3.154 2.795 1.057
C -4.274 3.745 1.258
C -1.950 2.908 1.767
H -3.823 1.252 -2.348
H -5.668 1.402 -2.177
H -4.972 -0.115 -1.679
H -6.010 0.291 0.406
H -6.281 2.012 0.634
H -5.061 1.128 1.624
H -4.922 3.861 0.423
H -3.807 4.776 1.345
H -4.875 3.573 2.169
H -1.453 1.896 1.854
H -2.120 3.303 2.781
H -1.234 3.556 1.178



[2]
20
Properties=species:S:1:pos:R:3 method="wB97M-V/def2-TZVPD" smiles="C[C@@H](N)C(=O)N(C)C" charge=0 homo_lumo_gap_ev=9.66 relative_energy_kj_mol=199.2 energy_ha=-382.42666
O 0.308 1.989 0.242
C 0.113 0.777 -0.095
N 1.105 -0.083 0.091
C 1.210 -1.387 -0.455
C 2.432 0.468 0.344
C -1.161 0.157 -0.351
C -1.775 -0.274 0.956
N -2.053 1.073 -0.986
H 2.202 -1.711 -0.309
H 0.934 -1.422 -1.483
H 0.669 -2.163 0.100
H 2.880 0.839 -0.605
H 2.347 1.297 0.973
H 2.878 -0.365 0.766
H -1.064 -0.682 -1.005
H -2.634 -0.875 0.592
H -2.208 0.624 1.516
H -1.047 -0.871 1.637
H -2.868 0.673 -1.470
H -2.267 1.936 -0.459



[3]
35
Properties=species:S:1:pos:R:3 method="wB97M-V/def2-TZVPD" charge=0 homo_lumo_gap_ev=8.34 energy_ha=-2046.32860
C 0.186 4.666 -1.214
O 0.317 3.974 -2.470
C 0.823 2.710 -2.334
O 0.151 1.743 -2.329
C 2.362 2.492 -2.241
I 3.295 2.856 -0.342
C 3.058 2.111 -3.310
C 4.592 1.923 -3.266
I 2.004 1.773 -5.162
H 0.561 5.705 -1.331
H 0.762 4.213 -0.384
H -0.877 4.709 -0.893
H 4.935 1.496 -2.306
H 4.905 1.274 -4.112
H 5.057 2.923 -3.417
C 1.321 -0.836 0.621
S 0.725 0.539 1.619
O 1.815 0.906 2.569
C -0.497 -0.410 2.536
H 2.130 -0.473 -0.013
H 1.695 -1.630 1.268
H 0.511 -1.209 -0.006
H -0.011 -1.232 3.062
H -1.246 -0.796 1.850
H -0.973 0.252 3.257
C -2.988 -4.316 0.776
S -3.586 -2.940 1.771
O -2.496 -2.568 2.716
C -4.802 -3.889 2.701
H -2.183 -3.952 0.140
H -2.608 -5.107 1.425
H -3.798 -4.696 0.153
H -4.309 -4.706 3.229
H -5.555 -4.282 2.017
H -5.276 -3.223 3.420



[4]
15
Properties=species:S:1:pos:R:3 method="wB97M-V/def2-TZVPD" smiles=CC1CCC1 charge=0 homo_lumo_gap_ev=11.94 relative_energy_kj_mol=78.2 energy_ha=-196.47863
C -1.607 0.925 -0.213
C -0.239 0.489 0.289
C 0.795 0.204 -0.818
C 1.426 -0.858 0.095
C 0.078 -0.930 0.851
H -2.321 1.177 0.579
H -1.486 1.818 -0.843
H -2.052 0.148 -0.847
H 0.147 1.207 1.024
H 0.272 -0.277 -1.655
H 1.414 1.016 -1.213
H 2.199 -0.406 0.726
H 1.827 -1.767 -0.363
H 0.136 -1.044 1.938
H -0.589 -1.703 0.448